Molecular formula: C34H58MnN5SSi
Method: DFT, wB97M-V/def2-TZVPD

Values from the calculation:
- ΔE to the lowest compared entry with this formula, charge and spin: 24.3 kJ/mol
- Largest force on an atom: 1.5 eV/Å
- Multiplicity: 6
- E_LUMO (alpha / beta): 2.069 / 1.973 eV
- Net charge: -1

Last column: Löwdin charge in e.
CARTESIAN COORDINATES (ANGSTROEM)
Mn -0.472 -0.961 0.132  0.66
C 2.037 -1.997 -4.985  -0.09
C 0.575 -2.416 -4.947  -0.28
N 0.285 -3.233 -3.778  -0.04
C -0.073 -2.718 -2.558  -0.81
S -1.139 -1.378 -2.415  0.62
N 0.368 -3.458 -1.554  -0.02
N -0.099 -3.056 -0.341  -0.07
C -0.248 -3.983 0.544  -0.29
C 0.060 -5.432 0.313  -0.04
C -0.798 -3.583 1.859  -0.22
C -0.855 -4.506 2.899  -0.01
C -1.431 -4.144 4.104  -0.06
C -1.941 -2.867 4.234  -0.04
C -1.827 -2.005 3.154  -0.13
N -1.267 -2.337 1.995  0.05
H 2.249 -1.412 -5.881  0.07
H 2.687 -2.877 -4.993  0.07
H 2.289 -1.397 -4.110  0.06
H 0.327 -2.999 -5.838  0.10
H -0.088 -1.553 -4.921  0.07
H 0.931 -4.002 -3.654  0.12
H 0.269 -5.593 -0.737  0.06
H -0.779 -6.059 0.622  0.08
H 0.937 -5.735 0.893  0.09
H -0.444 -5.494 2.756  0.10
H -1.479 -4.848 4.925  0.11
H -2.411 -2.528 5.146  0.11
H -2.189 -0.994 3.231  0.07
C -4.591 2.103 1.231  -0.11
C -3.721 1.042 0.546  -0.63
C -3.913 -0.248 1.351  -0.15
C -4.323 0.732 -0.831  -0.13
Si -1.768 1.432 0.323  0.82
C -1.706 2.747 -1.166  -0.62
C -0.335 3.441 -1.222  -0.11
C -2.766 3.859 -1.163  -0.11
C -1.851 2.010 -2.502  -0.15
C -1.106 2.379 1.960  -0.63
C -1.617 3.794 2.265  -0.11
C -1.431 1.513 3.179  -0.14
C 0.433 2.440 1.932  -0.12
H -5.641 1.769 1.245  0.08
H -4.562 3.065 0.726  0.06
H -4.295 2.261 2.269  0.06
H -4.960 -0.580 1.285  0.08
H -3.698 -0.101 2.409  0.04
H -3.286 -1.060 0.978  0.04
H -5.330 0.311 -0.703  0.08
H -3.725 -0.004 -1.378  0.05
H -4.421 1.616 -1.457  0.05
H -0.224 4.194 -0.445  0.06
H -0.236 3.963 -2.184  0.08
H 0.498 2.740 -1.140  0.06
H -2.772 4.449 -0.249  0.06
H -3.773 3.478 -1.322  0.05
H -2.552 4.547 -1.994  0.08
H -1.113 1.220 -2.604  -0.01
H -1.702 2.719 -3.329  0.08
H -2.833 1.556 -2.633  0.05
H -2.701 3.847 2.366  0.06
H -1.315 4.512 1.506  0.06
H -1.182 4.137 3.216  0.07
H -2.501 1.351 3.320  0.06
H -1.047 1.993 4.091  0.08
H -0.931 0.546 3.094  0.04
H 0.812 3.190 1.244  0.06
H 0.879 1.485 1.642  0.04
H 0.804 2.703 2.935  0.08
C 1.736 1.526 -3.983  -0.06
C 2.478 1.259 -2.698  -0.30
C 3.753 1.804 -2.538  -0.06
C 4.407 1.600 -1.341  -0.31
C 5.779 2.189 -1.113  -0.07
C 3.819 0.864 -0.316  -0.01
C 2.528 0.267 -0.416  -0.28
C 1.904 0.520 -1.681  -0.04
N 1.827 -0.447 0.526  -0.02
C 2.438 -1.091 1.716  -0.61
C 3.631 -0.473 2.483  -0.08
C 1.352 -1.144 2.795  -0.07
C 2.873 -2.517 1.341  -0.05
H 2.404 1.441 -4.842  0.07
H 1.328 2.539 -3.982  0.07
H 0.904 0.837 -4.117  0.06
H 4.215 2.377 -3.336  0.10
H 6.094 2.791 -1.966  0.06
H 6.527 1.407 -0.956  0.07
H 5.787 2.829 -0.227  0.07
H 4.394 0.811 0.580  0.07
H 0.915 0.107 -1.845  0.02
H 3.492 0.596 2.653  0.08
H 4.587 -0.655 2.002  0.07
H 3.674 -0.962 3.462  0.07
H 1.293 -0.191 3.325  0.08
H 1.554 -1.936 3.525  0.09
H 0.381 -1.327 2.354  0.00
H 3.612 -2.468 0.538  0.08
H 2.023 -3.099 0.976  0.05
H 3.316 -3.040 2.196  0.07